DFT (ωB97M-V with the def2-TZVPD basis set) results for the ion C2H3O3S with charge -1 at a distorted geometry.

Geometry (Å):
S (1.96462, 0.11061, -0.16720)
O (-2.03099, -1.26021, -0.86067)
O (2.68656, 1.12539, -0.92491)
O (1.04292, 0.64083, 0.99495)
C (-1.24043, -0.77563, 0.05844)
C (0.22279, 0.30852, -0.12703)
H (-0.09922, 1.31968, -0.37746)
H (-1.77152, 0.08089, 0.65035)
H (-0.77474, -1.55008, 0.75353)

Cartesian forces (eV/Å) of the 3 atoms listed first:
S 0.378 -1.350 -1.737
O 1.599 0.667 -0.063
O 0.461 0.708 -0.054

Calculated values
Strongest force on any atom in eV Å⁻¹: 3.5
Charge: -1
Molar mass in Da: 107.1
Energy above the lowest of the compared OMol25 structures with the same formula, charge and spin in kcal per mole: 107.5
HOMO level in eV: -3.24
LUMO level in eV: 3.5